{"formula": "C4H26BN3O10PS", "method": "ωB97M-V with the def2-TZVPD basis set", "elements": ["N", "B", "O", "P", "C", "C", "S", "C", "N", "N", "C", "O", "H", "H", "H", "H", "H", "H", "H", "H", "H", "H", "O", "H", "H", "O", "H", "H", "O", "H", "H", "O", "H", "H", "O", "H", "H", "O", "H", "H", "O", "H", "H", "O", "H", "H"], "coordinates": [[1.362, -3.394, 1.426], [1.476, -2.884, 0.044], [0.838, -3.574, -1.041], [2.435, -1.249, -0.424], [1.524, 0.134, 0.542], [0.345, 0.626, -0.474], [-1.087, 1.148, 0.614], [-2.232, -0.300, 0.481], [-1.702, -1.563, 0.115], [-2.688, -2.503, 0.052], [-3.850, -1.759, 0.382], [-3.633, -0.379, 0.657], [0.389, -3.718, 1.560], [1.582, -2.662, 2.116], [-0.115, -3.317, -1.051], [3.828, -1.306, -0.106], [2.193, -0.959, -1.817], [1.052, -0.338, 1.478], [2.203, 1.004, 0.807], [0.075, -0.238, -1.174], [0.760, 1.468, -1.115], [-4.854, -2.283, 0.430], [-0.079, 4.454, -0.293], [0.050, 4.897, 0.555], [-0.302, 3.547, -0.052], [-5.169, -4.722, 0.677], [-5.741, -4.633, -0.095], [-4.367, -4.244, 0.433], [4.378, -0.395, 2.126], [4.144, 0.499, 2.404], [4.727, -0.804, 2.929], [-5.914, 0.294, 3.055], [-6.008, -0.519, 3.566], [-5.095, 0.166, 2.560], [0.808, 1.329, 3.409], [0.237, 1.413, 2.632], [1.600, 1.827, 3.175], [-1.899, 7.287, -0.910], [-2.299, 6.930, -1.712], [-1.185, 6.669, -0.711], [2.730, 0.652, -2.934], [3.144, 1.518, -3.037], [3.014, 0.163, -3.721], [4.216, 0.462, -5.564], [4.630, 1.328, -5.667], [4.498, -0.027, -6.347]], "energy_ev": -50307.6169, "gap_ev": 9.2, "e_lumo_ev": -3.533, "largest_force_ev_per_a": 6.78, "spin_multiplicity": 1, "charge": 1}



{"formula": "C8H11N2", "method": "ωB97M-V with the def2-TZVPD basis set", "elements": ["C", "C", "C", "C", "C", "C", "C", "C", "N", "N", "H", "H", "H", "H", "H", "H", "H", "H", "H", "H", "H"], "coordinates": [[-1.942, -1.187, -0.591], [-1.220, 0.096, -0.923], [-2.672, -0.483, 0.326], [1.098, 1.436, -0.409], [2.407, 1.531, -0.378], [0.649, -0.648, 0.643], [1.425, -1.662, -0.117], [-1.008, 1.247, 0.782], [-0.005, 0.483, 0.052], [-2.200, 0.804, -0.062], [-1.843, -2.216, -0.908], [-1.099, 0.565, -1.831], [-3.535, -0.725, 0.958], [3.039, 2.305, -1.018], [3.015, 0.993, 0.256], [0.878, -0.544, 1.757], [0.772, -2.321, -0.858], [2.055, -2.190, 0.504], [1.985, -0.922, -0.726], [-0.751, 2.397, 0.712], [-1.049, 1.040, 1.828]], "energy_ev": -11438.6902, "gap_ev": [9.2, 7.9], "e_lumo_ev": [-4.484, -5.038], "largest_force_ev_per_a": 4.87, "spin_multiplicity": 1, "charge": 1}



{"formula": "C3H10O", "method": "ωB97M-V with the def2-TZVPD basis set", "elements": ["C", "O", "H", "H", "H", "H", "C", "C", "H", "H", "H", "H", "H", "H"], "coordinates": [[-0.862, -1.723, 1.045], [-1.854, -2.333, 0.212], [-1.921, -1.787, -0.580], [-1.305, -1.752, 2.047], [0.009, -2.383, 0.971], [-0.669, -0.633, 0.990], [0.896, 0.746, -1.130], [0.789, 1.791, -0.039], [0.121, 0.050, -0.875], [0.737, 1.174, -2.141], [1.883, 0.303, -1.293], [1.478, 1.771, 0.824], [-0.199, 1.937, 0.422], [0.899, 2.839, -0.452]], "energy_ev": -5319.4617, "smiles": "CC.CO", "gap_ev": 11.4, "e_lumo_ev": 0.937, "largest_force_ev_per_a": 3.06, "spin_multiplicity": 1}



{"formula": "C32H48O24", "method": "ωB97M-V with the def2-TZVPD basis set", "elements": ["C", "C", "C", "O", "C", "O", "O", "H", "H", "H", "H", "H", "H", "C", "C", "C", "O", "C", "O", "O", "H", "H", "H", "H", "H", "H", "C", "C", "C", "O", "C", "O", "O", "H", "H", "H", "H", "H", "H", "C", "C", "C", "O", "C", "O", "O", "H", "H", "H", "H", "H", "H", "C", "C", "C", "O", "C", "O", "O", "H", "H", "H", "H", "H", "H", "C", "C", "C", "O", "C", "O", "O", "H", "H", "H", "H", "H", "H", "C", "C", "C", "O", "C", "O", "O", "H", "H", "H", "H", "H", "H", "C", "C", "C", "O", "C", "O", "O", "H", "H", "H", "H", "H", "H"], "coordinates": [[3.319, -23.768, 17.572], [4.505, -22.838, 17.515], [5.765, -23.323, 18.245], [6.773, -22.831, 17.378], [6.259, -22.523, 16.214], [6.908, -22.008, 15.325], [4.979, -22.799, 16.186], [2.501, -23.388, 16.960], [2.892, -23.845, 18.572], [3.543, -24.794, 17.281], [4.307, -21.799, 17.779], [5.862, -24.408, 18.222], [5.842, -22.938, 19.262], [7.254, -19.556, 10.444], [8.432, -19.041, 9.503], [7.972, -17.788, 8.736], [9.128, -17.022, 8.660], [10.005, -17.439, 9.701], [11.069, -16.873, 10.026], [9.446, -18.435, 10.308], [7.609, -20.001, 11.374], [6.739, -20.337, 9.884], [6.467, -18.866, 10.748], [8.874, -19.815, 8.877], [7.146, -17.227, 9.173], [7.638, -18.055, 7.734], [8.075, -14.189, 9.643], [7.710, -14.235, 11.137], [6.233, -14.247, 11.445], [6.003, -15.316, 12.335], [7.116, -16.060, 12.342], [7.170, -17.148, 12.927], [8.126, -15.438, 11.722], [9.106, -14.207, 9.291], [7.733, -13.232, 9.247], [7.631, -15.076, 9.191], [8.072, -13.374, 11.699], [5.495, -14.209, 10.644], [6.000, -13.394, 12.082], [9.079, -18.250, 15.714], [9.827, -19.427, 15.082], [10.712, -19.068, 13.866], [11.908, -19.751, 14.209], [11.891, -20.013, 15.539], [12.936, -20.255, 16.172], [10.690, -19.904, 16.030], [9.568, -17.319, 15.428], [9.035, -18.267, 16.803], [8.127, -17.994, 15.248], [9.115, -20.211, 14.824], [10.998, -18.019, 13.784], [10.224, -19.408, 12.953], [6.044, -14.403, 17.337], [6.784, -14.623, 15.980], [7.007, -13.450, 15.113], [8.354, -13.580, 14.654], [8.921, -14.480, 15.429], [10.119, -14.744, 15.368], [8.016, -15.072, 16.195], [6.692, -13.889, 18.047], [5.798, -15.300, 17.904], [5.183, -13.735, 17.313], [6.324, -15.358, 15.320], [6.918, -12.552, 15.724], [6.319, -13.503, 14.269], [9.183, -19.738, 19.287], [9.232, -21.119, 18.630], [10.642, -21.693, 18.507], [10.542, -22.821, 19.400], [9.362, -22.981, 19.919], [9.014, -23.910, 20.713], [8.585, -21.927, 19.583], [9.640, -19.686, 20.276], [8.171, -19.358, 19.425], [9.810, -19.031, 18.744], [8.778, -21.110, 17.639], [11.403, -21.041, 18.936], [10.851, -21.965, 17.472], [16.291, -21.114, 17.081], [15.534, -22.316, 17.701], [14.462, -22.911, 16.877], [14.711, -24.305, 17.080], [15.987, -24.486, 17.432], [16.614, -25.513, 17.274], [16.487, -23.312, 17.860], [16.968, -20.641, 17.791], [15.601, -20.301, 16.855], [16.852, -21.265, 16.158], [15.134, -22.103, 18.692], [14.552, -22.694, 15.812], [13.484, -22.659, 17.287], [11.189, -13.643, 11.937], [12.710, -14.017, 11.866], [13.064, -15.402, 12.435], [13.795, -16.028, 11.435], [13.851, -15.249, 10.393], [14.383, -15.570, 9.331], [13.114, -14.138, 10.541], [10.914, -13.367, 12.955], [10.483, -14.392, 11.579], [11.041, -12.724, 11.369], [13.367, -13.307, 12.369], [12.141, -15.923, 12.690], [13.619, -15.281, 13.365]], "energy_ev": -83101.8397, "smiles": "C[C@H]1COC(=O)O1.C[C@H]1COC(=O)O1.C[C@H]1COC(=O)O1.C[C@H]1COC(=O)O1.C[C@H]1COC(=O)O1.C[C@H]1COC(=O)O1.C[C@H]1COC(=O)O1.C[C@H]1COC(=O)O1", "gap_ev": 10.1, "e_lumo_ev": -0.050, "largest_force_ev_per_a": 5.26, "spin_multiplicity": 1}



{"formula": "C6H4O2", "method": "ωB97M-V with the def2-TZVPD basis set", "elements": ["C", "C", "C", "C", "C", "C", "O", "O", "H", "H", "H", "H"], "coordinates": [[1.073, -0.387, -1.123], [1.466, -1.161, -0.107], [-1.137, 0.794, -0.428], [-0.404, -0.464, -0.893], [0.132, -1.422, 0.497], [-0.932, 0.805, 0.838], [-0.814, -1.665, -0.442], [-0.810, 1.156, 2.083], [1.568, 0.233, -1.840], [2.417, -1.395, 0.325], [-1.681, 1.391, -1.137], [-0.877, 2.115, 2.227]], "energy_ev": -10372.3892, "gap_ev": 7.9, "e_lumo_ev": 0.311, "largest_force_ev_per_a": 3.02, "spin_multiplicity": 1}



{"formula": "C8H13F4N2", "method": "ωB97M-V with the def2-TZVPD basis set", "elements": ["C", "C", "C", "C", "C", "C", "C", "C", "N", "N", "F", "F", "F", "F", "H", "H", "H", "H", "H", "H", "H", "H", "H", "H", "H", "H", "H"], "coordinates": [[0.955, -1.369, -0.383], [2.293, -0.966, -0.325], [2.919, 1.286, -0.062], [-3.731, 1.696, -0.730], [4.297, -0.431, 0.865], [-2.749, 0.984, 0.179], [-2.464, -0.437, -0.372], [-1.506, -1.431, 0.371], [3.109, 0.010, 0.117], [-0.151, -0.932, 0.231], [3.031, -1.830, -1.059], [3.646, 2.160, 0.580], [2.030, 1.864, -0.767], [0.069, 0.048, 1.158], [0.659, -2.300, -0.903], [-4.758, 1.337, -0.502], [-3.591, 1.580, -1.744], [-3.611, 2.796, -0.553], [4.822, -1.173, 0.285], [4.865, 0.425, 1.073], [3.888, -0.878, 1.767], [-1.873, 1.460, 0.164], [-3.138, 1.112, 1.120], [-3.446, -0.844, -0.604], [-2.164, -0.297, -1.402], [-1.747, -1.453, 1.453], [-1.656, -2.418, 0.042]], "energy_ev": -22345.0289, "smiles": "CCCCN(F)/C=C(/F)[N+](C)=C(F)F", "gap_ev": 7.9, "e_lumo_ev": -4.430, "largest_force_ev_per_a": 5.50, "spin_multiplicity": 1, "charge": 1}



Question: Number 2 is which compound?
Answer: C8H11N2